1.
This record from the Open Molecules 2025 dataset describes one molecule with the formula C6H7I at a distorted geometry. The level of theory is the ωB97M-V functional and the def2-TZVPD basis.

Each line ends with the Löwdin charge.
Positions of all 14 atoms, in Å:
C1 -3.040 0.516 -1.535  -0.1400
C2 -2.260 1.255 -0.773  -0.7895
I1 -2.606 3.229 -0.251  0.8301
C3 -0.743 0.437 -0.004  0.0589
C4 0.187 -0.008 0.628  -0.1357
C5 1.299 -0.606 1.239  -0.3051
C6 2.522 -0.779 0.421  -0.1273
H1 -3.928 0.917 -2.147  0.0881
H2 -2.785 -0.526 -1.783  0.0673
H3 1.593 -0.231 2.189  0.1001
H4 1.135 -1.716 1.500  0.1467
H5 2.789 0.079 -0.137  0.0648
H6 2.389 -1.457 -0.321  0.0362
H7 3.449 -1.109 0.974  0.1053

Calculated values
energy above the lowest of the compared OMol25 structures with the same formula, charge and spin: 336.6 kJ/mol
lowest unoccupied orbital energy: 0.33 eV
SMILES: C=C(I)C#CCC
calculated total energy: -530.33768 a.u.
largest force on an atom: 4.7 eV/Å
2S+1: 1

***

2.
This record from the Open Molecules 2025 dataset describes a 9-piece molecular cluster, H18O9 overall at a distorted geometry. The level of theory is the ωB97M-V functional and the def2-TZVPD basis.

Each line ends with the Löwdin charge.
Positions of all 27 atoms, in Å:
O1 -1.448 2.290 -1.926  -0.0223
H1 -1.952 2.802 -2.536  0.0676
H2 -1.350 1.477 -2.443  0.0307
O2 -1.339 -1.597 2.687  -0.0397
H3 -1.607 -1.429 1.776  0.0284
H4 -1.897 -2.299 2.990  0.0246
O3 1.176 2.290 -1.765  -0.0717
H5 0.219 2.478 -1.678  -0.0047
H6 1.405 2.828 -2.530  0.0548
O4 -2.569 1.586 0.588  -0.0531
H7 -1.795 1.453 0.061  -0.0387
H8 -2.273 1.683 1.487  0.0263
O5 -1.172 -0.440 -2.736  -0.0121
H9 -0.371 -0.126 -2.346  0.0043
H10 -1.245 -1.319 -2.420  0.0313
O6 0.899 1.152 2.455  -0.1148
H11 0.493 0.634 1.712  -0.0203
H12 0.865 0.516 3.228  0.0561
O7 0.117 0.335 0.006  -0.0916
H13 0.633 0.955 -0.574  0.0436
H14 0.563 -0.551 0.056  0.0262
O8 2.882 -2.942 1.745  -0.0627
H15 3.491 -2.188 1.703  0.0457
H16 2.251 -2.622 1.134  -0.1048
O9 1.497 -2.031 -0.031  -0.0017
H17 0.636 -2.452 0.122  0.1039
H18 1.891 -2.483 -0.766  0.0946

Calculated values
energy above the lowest of the compared OMol25 structures with the same formula, charge and spin: 280.1 kJ/mol
lowest unoccupied orbital energy: -0.44 eV
SMILES: O.O.O.O.O.O.O.O.O
calculated total energy: -687.91913 a.u.
largest force on an atom: 2.7 eV/Å
2S+1: 1